# 1
# C4H13NO2

A cluster of 3 separate species, C4H13NO2 in total in a non-equilibrium geometry (ωB97M-V/def2-TZVPD, OMol25).

Summary:
**Total charge**: 0
**Total energy**: -9942.7014 eV

Each line ends with the Mulliken charge.
Atoms and positions in Å:
N  0.8215  1.9881  0.7651  -0.51
C  -0.2819  1.2598  1.3208  -0.56
C  -1.1788  -2.1950  -0.2609  -1.07
C  -1.4269  -0.9778  0.6344  -0.14
C  -0.3863  -0.1644  0.8402  -0.60
H  0.7573  2.2034  -0.2241  0.19
H  0.9589  2.8464  1.2782  0.22
H  -1.2477  1.6503  0.8940  0.24
H  -0.3990  1.4991  2.3876  0.40
H  -0.2917  -2.0221  -0.8775  0.24
H  -1.0083  -3.1445  0.2525  0.31
H  -1.9886  -2.4108  -0.9346  0.33
H  -2.4452  -0.8121  0.9692  0.39
H  0.6138  -0.5997  0.5240  0.60
H  1.9791  0.3144  -0.5474  0.33
H  3.0279  -0.1557  0.3761  0.33
O  2.4498  -0.4838  -0.3082  -0.68
H  -0.2683  0.4888  -1.6490  0.31
H  0.2953  -0.0503  -2.9248  0.34
O  0.0191  0.7659  -2.5155  -0.67

=====

# 2
# C6H10O

A cluster of 2 separate species, C6H10O in total in a non-equilibrium geometry (ωB97M-V/def2-TZVPD, OMol25).

Summary:
**Total charge**: 0
**Total energy**: -8429.9172 eV

Each line ends with the Mulliken charge.
Atoms and positions in Å:
O  2.0258  -0.5145  2.6693  -0.14
C  2.7704  -0.9542  1.9412  0.03
C  1.7037  -0.2965  -0.5404  -0.95
C  0.4428  0.3202  0.1489  -0.51
C  -0.7351  0.5951  -0.7847  -0.15
C  -1.7181  -0.4977  -1.0982  -0.58
C  -2.1414  0.6573  -0.2372  -0.62
H  2.6714  -0.6032  0.1009  0.27
H  2.1214  0.4359  -1.2374  0.30
H  1.3648  -1.1715  -1.1247  0.29
H  0.7161  1.2620  0.6385  0.32
H  0.0738  -0.3523  0.9330  0.32
H  -0.5169  1.2827  -1.5995  0.41
H  -2.1224  -0.5644  -2.1031  0.27
H  -1.5676  -1.4576  -0.6116  0.24
H  -2.8394  1.3802  -0.6543  0.26
H  -2.2862  0.4728  0.8244  0.23

=====

# 3
# C16H20ClF2N3O2Si

The molecule C16H20ClF2N3O2Si in a non-equilibrium geometry (ωB97M-V/def2-TZVPD, OMol25).

Summary:
**Total charge**: 0
**Total energy**: -51311.4456 eV

Each line ends with the Mulliken charge.
Atoms and positions in Å:
C  2.1814  -1.7941  1.7995  -1.11
Si  2.2378  -0.0371  1.0348  0.16
C  3.2732  1.0264  2.2720  -1.06
C  0.4886  0.7655  0.9066  -0.41
C  -0.6618  -0.2747  1.2546  -1.30
C  -2.1179  0.3806  1.2715  1.14
F  -2.7138  -0.0204  2.4626  -0.33
F  -1.9522  1.7824  1.3721  -0.34
C  -2.9805  0.0102  -0.0186  0.82
C  -1.9954  0.2423  -1.2290  -0.21
N  -1.2555  0.4674  -2.0737  -0.59
C  -3.3709  -1.5257  -0.0938  -1.25
O  -4.1653  -1.9895  0.9999  -0.18
O  -5.5042  -1.9793  0.7044  -0.35
C  -4.2051  1.0152  -0.2716  1.23
N  -3.6548  2.1759  -1.0228  -0.60
Cl  -5.0445  1.5700  1.2444  -0.13
C  -5.3053  0.4166  -1.2073  -0.20
N  -6.0617  -0.1809  -1.8260  -0.49
C  3.2073  -0.0237  -0.5983  0.54
C  3.5918  1.3220  -1.1369  -0.36
C  4.3883  1.3612  -2.3888  -0.52
C  4.7967  0.1059  -3.0770  -0.35
C  4.3948  -1.2069  -2.5582  -0.52
C  3.6078  -1.2591  -1.3178  -0.12
H  1.8742  -1.7162  2.8800  0.34
H  3.2592  -2.1508  1.8152  0.34
H  1.5398  -2.5170  1.2221  0.29
H  4.3452  0.6937  2.1285  0.31
H  2.9088  0.8939  3.3231  0.30
H  3.1890  2.0904  1.9023  0.31
H  0.4944  1.5934  1.6821  0.33
H  0.3282  1.2554  -0.0960  0.39
H  -0.5902  -1.1604  0.5673  0.29
H  -0.4815  -0.6812  2.2962  0.36
H  -2.3949  -2.1009  -0.0528  0.34
H  -3.8499  -1.8217  -1.0697  0.59
H  -5.7184  -2.6350  0.0090  0.33
H  -4.4777  2.6133  -1.4656  0.34
H  -3.3130  2.8905  -0.3725  0.25
H  3.3150  2.2708  -0.6073  0.22
H  4.7268  2.3364  -2.8124  0.31
H  5.4250  0.1837  -4.0035  0.31
H  4.7232  -2.1355  -3.0914  0.32
H  3.2834  -2.2283  -0.8593  0.24